Record 1
# AlBH28O12

A molecular structure, AlBH28O12 at a distorted geometry (wB97M-V/def2-TZVPD, OMol25).

Structure (ORCA input):
```
! wB97M-V def2-TZVPD RIJCOSX def2/J DEFGRID3
* xyz 2 1
Al 2.14 -4.65 -2.21
B 0.18 -0.14 0.00
H 0.25 0.79 0.53
H -0.76 -0.14 -0.53
H 0.97 -0.15 -0.74
H 0.27 -1.01 0.63
O -0.59 -1.38 -4.74
H -0.99 -1.19 -5.59
H -0.99 -0.75 -4.14
O 0.13 -0.30 4.72
H 0.40 -0.52 3.83
H 0.93 0.04 5.13
O -4.21 3.71 -2.41
H -4.66 3.88 -3.24
H -3.29 3.86 -2.60
O -0.04 4.47 -3.34
H 0.82 4.13 -3.08
H -0.09 5.33 -2.92
O -3.45 1.49 1.41
H -2.82 1.07 0.84
H -3.73 2.27 0.93
O -4.72 -2.49 2.43
H -4.49 -1.56 2.43
H -4.36 -2.83 3.25
O 4.08 1.38 1.61
H 4.30 2.29 1.42
H 3.23 1.25 1.17
O 3.96 -0.41 -4.09
H 3.80 -0.20 -5.01
H 3.89 0.42 -3.63
O 0.81 -4.97 2.80
H 1.05 -4.29 3.43
H 0.33 -5.61 3.32
O 5.51 -2.43 0.82
H 6.39 -2.37 1.20
H 5.12 -1.56 0.98
O 0.14 4.80 3.03
H -0.47 5.45 2.67
H -0.04 4.00 2.55
O -2.65 -3.95 -1.12
H -2.89 -3.37 -0.40
H -3.47 -4.39 -1.35
*
```

Results
- strongest force on any atom (Eh/bohr) = 0.1131
- ΔE to the lowest compared entry with this formula, charge and spin (eV) = 5.8623
- highest occupied orbital energy (eV) = -16.1
- E (a.u.) = -1185.84457

Atom charges from the Löwdin analysis, given in e for atoms 1 to 8: 0.9855 -0.0693 0.0317 0.0293 0.0540 0.0176 -0.0307 0.0467

***

Record 2
# AlF2NO4S2

A molecular structure, AlF2NO4S2 at a distorted geometry (wB97M-V/def2-TZVPD, OMol25).

Structure (ORCA input):
```
! wB97M-V def2-TZVPD RIJCOSX def2/J DEFGRID3
* xyz 2 1
Al 4.69 -1.82 -2.33
N 0.44 -0.12 -0.17
S -0.31 -0.50 1.12
O -1.58 -1.18 1.10
O -0.11 0.35 2.27
F 0.63 -1.79 1.45
S -0.79 1.00 -0.58
O -0.64 2.30 0.12
O -2.09 0.44 -0.94
F -0.24 1.32 -2.04
*
```

Results
- strongest force on any atom (Eh/bohr) = 0.2411
- ΔE to the lowest compared entry with this formula, charge and spin (eV) = 0.2806
- highest occupied orbital energy (eV) = -20.2
- E (a.u.) = -1593.19263

Atom charges from the Löwdin analysis, given in e for atoms 1 to 8: 0.9990 0.0698 0.5458 0.0122 0.0365 -0.1235 0.6747 -0.0480

***

Record 3
# AlF6P

A molecular structure, AlF6P at a distorted geometry (wB97M-V/def2-TZVPD, OMol25).

Structure (ORCA input):
```
! wB97M-V def2-TZVPD RIJCOSX def2/J DEFGRID3
* xyz 2 1
Al -0.48 4.81 0.17
P 0.07 -0.70 -0.01
F -0.87 -1.99 -0.34
F -0.83 0.35 -0.93
F -0.87 -0.43 1.34
F 0.97 0.58 0.43
F 1.13 -1.67 0.74
F 0.88 -0.94 -1.40
*
```

Results
- strongest force on any atom (Eh/bohr) = 0.0448
- ΔE to the lowest compared entry with this formula, charge and spin (eV) = 2.5779
- highest occupied orbital energy (eV) = -21.1
- E (a.u.) = -1182.02013

Taken from the Löwdin analysis, the atomic charges in e are: 1.1706 0.2993 0.0993 0.0415 0.1145 0.0194 0.0932 0.1623

***

Record 4
# AlH12O6

A molecular structure, AlH12O6 at a distorted geometry (wB97M-V/def2-TZVPD, OMol25).

Structure (ORCA input):
```
! wB97M-V def2-TZVPD RIJCOSX def2/J DEFGRID3
* xyz 3 1
Al -12.38 -15.91 18.00
O -10.22 -15.50 17.44
H -10.03 -15.80 16.55
H -9.53 -14.86 17.62
O -13.85 -14.24 17.62
H -14.09 -13.88 16.77
H -14.39 -13.75 18.24
O -11.98 -14.47 16.26
H -12.66 -13.83 16.09
H -11.16 -14.01 16.10
O -11.44 -13.91 18.53
H -11.40 -13.11 18.01
H -10.95 -13.70 19.33
O -13.33 -17.81 17.41
H -14.08 -17.86 16.82
H -13.49 -18.50 18.06
O -13.04 -14.95 19.90
H -13.84 -14.94 20.42
H -12.76 -14.03 19.88
*
```

Results
- strongest force on any atom (Eh/bohr) = 0.0850
- ΔE to the lowest compared entry with this formula, charge and spin (eV) = 6.8054
- highest occupied orbital energy (eV) = -25.1
- E (a.u.) = -699.84873

Atom charges from the Löwdin analysis, given in e for atoms 1 to 8: 1.1578 0.0503 0.1238 0.1374 0.0339 0.1209 0.1345 0.0215

***

Record 5
# AlH14O7

A molecular structure, AlH14O7 at a distorted geometry (wB97M-V/def2-TZVPD, OMol25).

Structure (ORCA input):
```
! wB97M-V def2-TZVPD RIJCOSX def2/J DEFGRID3
* xyz 3 1
Al -0.09 -0.18 -0.57
O 2.08 0.18 1.20
H 1.98 0.86 1.88
H 3.03 0.08 1.07
O 2.54 -0.83 -1.62
H 2.79 -1.69 -1.98
H 3.27 -0.59 -1.03
O 0.32 -2.54 -2.19
H -0.19 -3.37 -2.12
H 1.20 -2.82 -2.49
O -2.64 -0.06 0.69
H -3.06 -0.60 1.37
H -3.16 0.76 0.67
O -0.44 -0.77 2.21
H -0.11 -1.65 2.47
H -1.26 -0.66 2.72
O -1.51 1.89 -1.87
H -1.53 2.85 -1.70
H -2.25 1.73 -2.48
O -0.39 2.20 0.97
H -0.28 2.04 1.92
H -0.31 3.16 0.87
*
```

Results
- strongest force on any atom (Eh/bohr) = 0.0429
- ΔE to the lowest compared entry with this formula, charge and spin (eV) = 4.2011
- highest occupied orbital energy (eV) = -23.4
- E (a.u.) = -776.18949

Atom charges from the Löwdin analysis, given in e for atoms 1 to 8: 1.6790 -0.0205 0.0918 0.0997 0.0114 0.0925 0.0874 0.0080

***

Record 6
# ArH22NeO11

A molecular structure, ArH22NeO11 at a distorted geometry (wB97M-V/def2-TZVPD, OMol25).

Structure (ORCA input):
```
! wB97M-V def2-TZVPD RIJCOSX def2/J DEFGRID3
* xyz 0 1
Ne 15.23 2.19 -13.33
Ar 14.07 5.01 -12.21
O 16.45 7.12 -13.95
H 15.81 7.40 -14.61
H 16.10 7.45 -13.12
O 11.25 4.75 -13.48
H 11.23 5.46 -12.84
H 10.35 4.67 -13.79
O 17.84 4.63 -13.46
H 17.20 5.34 -13.51
H 18.58 4.93 -13.97
O 12.41 1.80 -10.38
H 12.30 1.70 -11.33
H 13.35 1.77 -10.24
O 11.58 4.53 -9.88
H 12.30 4.86 -9.34
H 11.79 3.61 -10.02
O 11.82 5.60 -15.82
H 11.61 5.28 -14.94
H 11.03 6.08 -16.09
O 10.80 6.83 -11.45
H 11.10 6.06 -10.95
H 11.19 7.57 -10.99
O 11.98 1.57 -13.16
H 11.40 1.35 -13.89
H 12.40 2.39 -13.41
O 13.73 7.67 -15.40
H 13.90 8.06 -16.26
H 13.13 6.95 -15.58
O 13.74 5.11 -8.38
H 14.20 4.30 -8.13
H 14.44 5.74 -8.54
O 15.88 8.34 -11.66
H 16.66 8.89 -11.75
H 15.86 8.11 -10.73
*
```

Results
- strongest force on any atom (Eh/bohr) = 0.0315
- ΔE to the lowest compared entry with this formula, charge and spin (eV) = 0.0000
- highest occupied orbital energy (eV) = -10.5
- E (a.u.) = -1497.30368

Atom charges from the Löwdin analysis, given in e for atoms 1 to 8: -0.0019 0.1925 -0.0730 0.0130 -0.0344 -0.0618 0.0044 0.0754

***

Record 7
# ArH22O11

A molecular structure, ArH22O11 at a distorted geometry (wB97M-V/def2-TZVPD, OMol25).

Structure (ORCA input):
```
! wB97M-V def2-TZVPD RIJCOSX def2/J DEFGRID3
* xyz 0 1
Ar -0.78 0.07 0.07
O -2.94 -3.10 -0.19
H -3.48 -2.44 0.24
H -2.61 -2.67 -0.97
O 0.46 2.27 2.31
H -0.40 2.65 2.11
H 0.77 2.78 3.06
O -2.65 -1.36 -2.38
H -2.30 -0.50 -2.14
H -2.18 -1.60 -3.18
O 2.52 2.97 0.65
H 2.16 2.90 -0.23
H 1.84 2.63 1.23
O 2.60 -1.43 0.60
H 3.17 -0.85 1.11
H 2.62 -2.26 1.08
O -0.28 -0.22 3.35
H -0.54 -0.94 2.77
H -0.09 0.51 2.76
O 1.24 -2.74 -1.57
H 1.84 -2.32 -0.96
H 0.56 -3.12 -1.02
O -1.36 -2.68 2.27
H -2.02 -2.73 2.96
H -1.83 -2.95 1.48
O 1.32 0.04 -2.44
H 2.25 0.16 -2.25
H 1.17 -0.89 -2.26
O 0.96 2.81 -1.71
H 1.43 3.43 -2.26
H 1.07 1.97 -2.16
O -1.77 3.26 -1.06
H -0.83 3.12 -1.18
H -1.90 3.25 -0.11
*
```

Results
- strongest force on any atom (Eh/bohr) = 0.0198
- ΔE to the lowest compared entry with this formula, charge and spin (eV) = 0.4295
- highest occupied orbital energy (eV) = -10.6
- E (a.u.) = -1368.35718

Atom charges from the Löwdin analysis, given in e for atoms 1 to 8: 0.2713 -0.0563 0.0446 -0.0106 -0.0453 0.0645 0.0835 -0.0488

***

Record 8
# AsF6H20O10

A molecular structure, AsF6H20O10 (wB97M-V/def2-TZVPD, OMol25).

Structure (ORCA input):
```
! wB97M-V def2-TZVPD RIJCOSX def2/J DEFGRID3
* xyz -1 1
As 0.55 -0.56 -0.11
F 0.48 -0.69 1.66
F 1.02 1.12 -0.07
F 0.62 -0.42 -1.87
F -0.01 -2.20 -0.28
F -1.14 -0.06 -0.11
F 2.19 -1.08 -0.05
O 1.26 -2.26 -3.99
H 1.19 -1.43 -3.49
H 2.02 -2.71 -3.60
O -3.48 -1.46 -1.28
H -3.73 -0.57 -1.56
H -2.54 -1.38 -1.04
O 0.67 3.44 -2.62
H -0.05 2.87 -2.28
H 0.38 4.33 -2.43
O -0.78 3.26 1.87
H -1.50 2.70 1.57
H 0.01 2.86 1.50
O 3.52 0.87 -2.91
H 3.19 1.11 -3.79
H 2.75 0.53 -2.44
O 1.60 1.24 3.53
H 1.01 0.73 2.95
H 1.51 0.83 4.39
O -2.48 -0.16 2.54
H -2.13 -1.05 2.40
H -2.45 0.23 1.66
O -1.90 -3.05 1.96
H -1.87 -3.87 2.45
H -1.33 -3.18 1.19
O -1.80 2.31 -1.65
H -1.91 1.76 -0.86
H -2.41 1.94 -2.30
O 2.89 -1.88 3.00
H 2.53 -2.60 3.53
H 2.13 -1.52 2.52
*
```

Results
- strongest force on any atom (Eh/bohr) = 0.0158
- ΔE to the lowest compared entry with this formula, charge and spin (eV) = 0.4382
- highest occupied orbital energy (eV) = -8.2
- E (a.u.) = -3599.61718

Atom charges from the Löwdin analysis, given in e for atoms 1 to 8: 0.8030 -0.2564 -0.2234 -0.2569 -0.2371 -0.2721 -0.2155 -0.0716

***

Record 9
# AsF6H22O11

A molecular structure, AsF6H22O11 at a distorted geometry (wB97M-V/def2-TZVPD, OMol25).

Structure (ORCA input):
```
! wB97M-V def2-TZVPD RIJCOSX def2/J DEFGRID3
* xyz -1 1
As 0.20 -0.07 -0.30
F -0.82 1.06 0.58
F 0.31 -1.09 1.10
F 1.34 -1.10 -1.17
F 0.08 0.98 -1.72
F 1.61 0.80 0.27
F -1.23 -0.95 -0.80
O 1.38 -0.64 -4.02
H 1.27 -0.83 -3.08
H 2.27 -0.94 -4.23
O -2.70 -2.00 1.38
H -3.47 -2.48 1.05
H -2.17 -1.80 0.59
O -3.14 1.11 1.91
H -2.25 1.14 1.53
H -3.37 0.17 1.90
O -2.23 -2.88 -3.57
H -2.05 -2.77 -2.63
H -1.80 -2.13 -4.00
O 3.10 2.28 -1.47
H 2.86 1.77 -0.67
H 2.85 3.19 -1.26
O 2.45 -0.30 3.43
H 1.95 -0.90 2.87
H 1.99 0.56 3.35
O 3.45 -2.16 0.53
H 2.97 -1.67 -0.15
H 3.13 -3.06 0.45
O -0.85 -2.44 4.05
H -1.00 -3.38 3.91
H -1.06 -2.04 3.20
O -1.47 1.97 -3.76
H -0.78 1.68 -3.13
H -2.13 2.40 -3.20
O -0.63 3.71 -0.92
H -1.48 3.67 -0.47
H -0.36 2.79 -1.01
O 0.56 1.78 3.34
H -0.06 2.16 2.70
H 1.27 2.43 3.42
*
```

Results
- strongest force on any atom (Eh/bohr) = 0.0235
- ΔE to the lowest compared entry with this formula, charge and spin (eV) = 0.8376
- highest occupied orbital energy (eV) = -7.8
- E (a.u.) = -3676.05619

Atom charges from the Löwdin analysis, given in e for atoms 1 to 8: 0.8446 -0.2462 -0.2124 -0.2416 -0.2430 -0.2331 -0.2331 -0.0625

***

Record 10
# AsF6H24O12

A molecular structure, AsF6H24O12 at a distorted geometry (wB97M-V/def2-TZVPD, OMol25).

Structure (ORCA input):
```
! wB97M-V def2-TZVPD RIJCOSX def2/J DEFGRID3
* xyz -1 1
As -15.78 -19.04 -22.42
F -16.66 -18.35 -21.02
F -16.80 -18.09 -23.48
F -15.01 -19.71 -23.93
F -14.73 -20.06 -21.36
F -17.05 -20.35 -22.47
F -14.61 -17.67 -22.31
O -14.94 -12.89 -25.12
H -15.75 -12.94 -24.61
H -14.37 -13.55 -24.73
O -18.41 -25.58 -19.28
H -18.63 -26.51 -19.19
H -17.89 -25.53 -20.08
O -12.96 -22.10 -30.18
H -12.03 -22.32 -30.20
H -13.05 -21.50 -29.44
O -19.12 -18.66 -16.10
H -18.44 -19.10 -15.59
H -18.70 -18.46 -16.94
O -21.92 -17.14 -25.35
H -21.14 -16.88 -24.86
H -22.41 -17.69 -24.73
O -13.86 -13.70 -18.90
H -13.58 -14.27 -18.18
H -14.01 -14.30 -19.63
O -18.89 -12.86 -21.78
H -18.75 -13.70 -21.35
H -19.64 -12.48 -21.32
O -9.66 -18.77 -26.50
H -10.36 -19.24 -26.05
H -8.86 -19.26 -26.31
O -14.87 -15.01 -29.42
H -15.18 -14.90 -28.52
H -13.95 -14.74 -29.39
O -9.01 -20.02 -20.46
H -8.84 -19.08 -20.54
H -9.90 -20.07 -20.12
O -20.05 -24.53 -24.74
H -19.93 -23.72 -24.24
H -19.29 -24.57 -25.32
O -14.61 -24.12 -16.33
H -13.79 -24.49 -16.67
H -15.23 -24.21 -17.04
*
```

Results
- strongest force on any atom (Eh/bohr) = 0.0380
- ΔE to the lowest compared entry with this formula, charge and spin (eV) = 2.9266
- highest occupied orbital energy (eV) = -9.4
- E (a.u.) = -3752.41962

Atom charges from the Löwdin analysis, given in e for atoms 1 to 8: 0.8890 -0.3220 -0.2938 -0.3163 -0.3122 -0.3267 -0.3173 -0.0577

***

Record 11
# AsF6H24O12

A molecular structure, AsF6H24O12 at a distorted geometry (wB97M-V/def2-TZVPD, OMol25).

Structure (ORCA input):
```
! wB97M-V def2-TZVPD RIJCOSX def2/J DEFGRID3
* xyz -1 1
As 17.10 26.89 -6.53
F 18.82 26.75 -6.75
F 17.41 27.08 -4.82
F 15.33 26.96 -6.37
F 16.86 26.46 -8.19
F 16.97 25.17 -6.17
F 17.11 28.62 -6.85
O 14.87 28.62 -9.60
H 15.65 29.10 -9.29
H 15.10 27.69 -9.48
O 16.43 31.89 -6.98
H 16.58 32.83 -6.84
H 17.04 31.45 -6.37
O 17.97 30.50 -4.66
H 17.78 29.74 -5.24
H 18.89 30.35 -4.38
O 22.03 25.39 -8.69
H 21.19 25.68 -8.33
H 22.09 25.85 -9.53
O 16.70 31.01 -9.60
H 17.33 30.84 -8.89
H 15.93 31.36 -9.14
O 19.27 26.11 -9.73
H 18.54 26.01 -9.10
H 19.08 25.47 -10.43
O 17.61 25.63 -1.55
H 17.74 25.29 -2.45
H 17.26 26.52 -1.67
O 14.06 24.32 -6.01
H 14.22 24.24 -5.06
H 14.69 25.00 -6.31
O 12.93 28.23 -6.08
H 13.69 27.65 -6.29
H 13.24 29.11 -6.28
O 18.89 22.76 -6.45
H 18.00 22.52 -6.15
H 18.75 23.08 -7.35
O 18.73 24.37 -4.07
H 18.13 24.67 -4.77
H 19.34 23.77 -4.50
O 20.99 26.57 -4.99
H 20.26 26.32 -4.41
H 20.62 26.49 -5.88
*
```

Results
- strongest force on any atom (Eh/bohr) = 0.0233
- ΔE to the lowest compared entry with this formula, charge and spin (eV) = 0.4420
- highest occupied orbital energy (eV) = -8.4
- E (a.u.) = -3752.51093

Atom charges from the Löwdin analysis, given in e for atoms 1 to 8: 0.8259 -0.2296 -0.2249 -0.2554 -0.2350 -0.2603 -0.2258 -0.0701

***

Record 12
# AsF6H30O15

A molecular structure, AsF6H30O15 at a distorted geometry (wB97M-V/def2-TZVPD, OMol25).

Structure (ORCA input):
```
! wB97M-V def2-TZVPD RIJCOSX def2/J DEFGRID3
* xyz -1 1
As 0.09 0.07 -0.22
F 1.14 1.44 0.30
F 0.96 0.00 -1.76
F -0.98 -1.28 -0.83
F -0.74 0.17 1.37
F -1.04 1.32 -0.88
F 1.19 -1.17 0.53
O -3.89 0.32 -0.27
H -4.12 -0.57 -0.01
H -3.14 0.20 -0.87
O 2.35 -3.43 2.04
H 1.95 -3.71 1.22
H 3.15 -2.97 1.77
O 1.21 -1.61 -4.18
H 1.64 -2.27 -4.71
H 1.92 -1.07 -3.83
O -1.43 -3.22 -2.56
H -1.03 -2.41 -2.24
H -2.28 -3.25 -2.14
O 1.00 -3.98 -0.60
H 0.75 -4.52 -1.35
H 1.87 -3.64 -0.83
O 0.11 3.88 -2.29
H -0.51 3.36 -1.77
H 0.58 4.41 -1.65
O 3.55 0.05 -1.69
H 2.78 -0.18 -1.17
H 3.35 0.92 -2.03
O 3.85 0.94 1.49
H 3.51 0.23 2.03
H 3.10 1.25 0.98
O -1.55 3.04 1.81
H -1.88 3.02 0.91
H -1.04 2.24 1.90
O -3.51 3.02 -0.40
H -4.20 3.42 -0.92
H -3.69 2.08 -0.45
O -3.49 0.26 3.25
H -2.61 -0.10 3.30
H -3.83 -0.04 2.41
O -1.33 -0.22 -3.74
H -0.61 -0.78 -4.04
H -0.90 0.56 -3.39
O -0.86 -1.26 3.76
H -0.54 -2.14 3.92
H -0.53 -1.03 2.89
O 2.28 -0.83 3.01
H 2.12 -1.66 3.46
H 2.11 -1.01 2.09
O 1.21 4.29 1.84
H 0.65 4.55 2.58
H 1.32 3.35 1.95
*
```

Results
- strongest force on any atom (Eh/bohr) = 0.0516
- ΔE to the lowest compared entry with this formula, charge and spin (eV) = 1.6611
- highest occupied orbital energy (eV) = -7.6
- E (a.u.) = -3981.80627

Atom charges from the Löwdin analysis, given in e for atoms 1 to 8: 1.0051 -0.2490 -0.2440 -0.2665 -0.2507 -0.2521 -0.2624 -0.0370